Record 1
Entry from the Open Molecules 2025 dataset: a cluster of 15 separate species, C66H160N15O28 in total in a non-equilibrium geometry (wB97M-V/def2-TZVPD).

Each line ends with the Löwdin charge.
CARTESIAN COORDINATES (ANGSTROEM)
O (5.88355, -7.43936, -5.87420)  -0.2368
O (1.06761, 0.29029, -1.67630)  -0.0641
O (3.18440, -4.64124, -2.61438)  -0.2025
O (-0.65107, -0.91942, 0.80983)  -0.1617
O (-4.47114, 9.42699, 4.50396)  -0.2229
O (-1.18480, 4.38229, 4.36490)  0.1116
O (-2.53389, 3.04211, 3.46280)  0.0862
O (-1.02816, 8.53245, 2.36920)  -0.0231
O (3.44966, 2.89005, -4.32110)  -0.0183
O (1.30159, -6.17795, 2.36280)  -0.0913
O (-0.36890, 8.28729, 0.34514)  0.0011
O (-0.67511, -6.93841, 2.28547)  -0.0346
O (0.01452, 4.55806, -0.33739)  -0.1860
O (-2.22435, 7.46724, 0.96444)  -0.0635
O (2.90425, 3.19636, -2.22517)  -0.0672
O (-0.06700, -0.70936, -3.21435)  -0.0526
O (-3.67600, 0.97046, -0.27426)  -0.0412
O (0.14861, 1.42092, -3.25859)  -0.0108
O (-0.25154, -0.08364, 7.59648)  -0.2008
O (0.14958, -6.10179, 0.50753)  -0.0563
O (-2.70724, 0.92241, -2.23813)  -0.0997
O (-0.93127, 2.22815, 4.73972)  0.1336
O (2.00746, 4.49207, -3.84247)  -0.0773
O (2.94842, 2.51795, 3.95001)  -0.1569
O (-4.60635, 1.90377, -1.97162)  0.0021
O (-1.83291, 3.86073, -5.92180)  -0.1775
O (-0.78243, 7.68059, -5.12774)  -0.1756
O (-4.76643, 5.29704, 1.23360)  -0.1950
N (-1.04700, 1.87936, 0.22369)  0.0729
N (-2.30884, -1.17575, -5.92622)  -0.2467
N (1.24313, 1.70485, 6.32476)  -0.0886
N (-3.59579, 6.95566, 3.27564)  0.0531
N (-3.71515, 1.23759, -1.48736)  -0.5861
N (-1.52977, 3.27620, 4.12488)  -0.4560
N (-0.53089, 5.01994, -3.79735)  0.0321
N (-1.18407, 8.07921, 1.23341)  -0.6143
N (6.44817, 2.80298, -0.26741)  -0.2909
N (4.81780, -5.58425, -4.55518)  0.0385
N (0.21658, -6.33707, 1.73375)  -0.6187
N (0.34945, 0.35874, -2.70582)  -0.5625
N (-4.41130, -7.07582, 0.16109)  -0.2599
N (2.26202, -6.55968, 6.04127)  -0.2631
N (2.79004, 3.52905, -3.46420)  -0.4920
C (2.04847, -5.12236, 5.62570)  -0.1425
C (-4.27381, -2.32153, -1.49796)  -0.0865
C (3.35033, -4.46447, 5.37243)  -0.2092
C (6.13683, 1.91931, -2.54309)  -0.1303
C (-4.05968, -4.81003, -0.74773)  -0.1659
C (6.70054, -8.41114, -6.48764)  -0.0800
C (2.12642, 3.66865, 3.86290)  -0.1150
C (-4.66162, -1.46746, -5.10880)  -0.2012
C (-1.81046, 3.14324, 0.26431)  -0.1000
C (4.40678, -4.10731, -4.58720)  -0.0481
C (-7.13413, -1.91889, -5.01180)  -0.0970
C (-0.69008, 1.25772, 1.48215)  -0.0983
C (-3.16163, 8.85789, 4.72230)  -0.1888
C (-3.46117, -0.48754, -5.15452)  -0.0623
C (7.61673, 2.04810, 0.07644)  -0.0117
C (0.91307, -7.23301, 6.08592)  -0.0907
C (-1.50947, 3.98679, -3.62224)  -0.1374
C (0.00656, 7.37457, -3.92704)  -0.1390
C (1.44232, 0.29386, 6.09757)  -0.2018
C (-1.02567, -1.06183, 8.23164)  -0.0929
C (4.64201, -7.88258, -5.28555)  -0.1349
C (-2.50480, 3.82183, -4.73507)  -0.2463
C (-0.97970, 4.34112, 0.62549)  -0.1858
C (-4.98674, 7.20303, 2.75179)  -0.0865
C (-4.88300, -9.09186, 1.45899)  -0.1415
C (-5.58395, 5.86739, 2.26511)  -0.1810
C (-4.89544, -3.73635, -1.51873)  -0.2425
C (-3.32950, 7.39555, 4.65838)  -0.1345
C (-3.09580, -7.55149, -0.38551)  0.0347
C (0.01914, -0.88247, -6.42914)  -0.1521
C (6.37915, 4.07317, 0.57818)  -0.0743
C (5.22878, 1.88963, -0.19469)  -0.0604
C (0.13283, -0.44927, 6.28758)  -0.2134
C (4.92006, 4.61953, 0.78920)  -0.2060
C (3.11584, -3.40881, 3.07051)  -0.0668
C (1.15811, 5.21505, 0.01106)  -0.1203
C (3.00139, -6.58498, 7.33317)  0.0442
C (-1.20762, -0.18202, -6.02793)  -0.1700
C (1.24354, -8.71342, 6.22919)  -0.1348
C (2.35702, 2.58464, 6.47086)  -0.2028
C (5.48273, 7.08517, 0.42830)  -0.0714
C (6.46131, 3.19352, -1.71581)  -0.0965
C (3.88537, -6.53797, -5.16479)  -0.0951
C (-4.26158, -8.05540, 2.38505)  -0.1408
C (-5.02230, -5.98734, -0.62132)  -0.1655
C (-5.44627, -8.24722, 0.30300)  -0.0565
C (2.38216, -8.88622, 5.23625)  -0.0953
C (0.20209, 0.03574, 1.25850)  -0.2274
C (-0.22986, -2.36391, -6.06550)  -0.1126
C (-0.77868, 6.33433, -3.16814)  -0.1109
C (-1.56165, -2.32194, -5.31617)  -0.0959
C (5.21337, 1.15523, -1.56519)  -0.1398
C (3.37971, 2.41902, 5.33005)  -0.1892
C (3.97130, -3.67122, -3.21432)  -0.2528
C (2.93589, -7.42164, 4.99622)  -0.0667
C (-2.61969, 3.71228, -7.14723)  -0.0347
C (5.00275, 5.97001, 1.37544)  -0.2638
C (2.60941, -4.10661, -1.42168)  -0.0448
C (-5.22159, 4.07904, 0.74708)  -0.1309
C (-4.30391, -6.72138, 1.63987)  -0.0894
C (-2.86118, -1.42563, -7.30437)  0.0207
C (3.18917, -3.15614, 4.60260)  -0.2202
C (-5.99793, -0.86245, -4.77596)  -0.2356
C (-1.97090, 8.39404, -4.81638)  -0.1013
C (-4.52485, 10.86227, 4.25728)  -0.0658
C (-0.06396, -1.89141, 0.05027)  -0.1230
H (4.11978, -3.70877, 2.78736)  0.0782
H (1.46863, -5.09380, 4.69037)  0.1284
H (-0.99951, 3.01102, -3.40623)  0.1116
H (-3.01100, -0.15182, -4.18545)  0.1197
H (-6.24126, 3.98840, 0.42624)  0.0881
H (1.91180, 0.09429, 5.06364)  0.1400
H (3.60890, -3.95000, -5.31900)  0.1350
H (4.80294, -3.57721, -2.43973)  0.1482
H (-0.75631, -2.66162, -0.27174)  0.0844
H (-2.87462, 7.24014, 2.52297)  0.1210
H (-4.08032, 7.01081, 5.36756)  0.1486
H (4.19356, 1.11212, -2.02698)  0.1144
H (5.66191, -5.70934, -5.09350)  0.1443
H (2.01717, 3.62934, 6.66903)  0.1381
H (-2.42983, 6.94138, 4.98958)  0.1146
H (-1.64768, 0.98333, 1.90544)  0.1393
H (3.03074, -6.48693, -4.46714)  0.1457
H (-2.08333, 4.23567, -2.71430)  0.1271
H (-0.31446, -2.90779, -6.99428)  0.1036
H (-5.53520, -8.77577, -0.63319)  0.1354
H (3.51789, -2.66688, -3.34932)  0.1463
H (0.76572, -0.32429, -5.89199)  0.1149
H (-3.34765, -2.40178, -7.31394)  0.1044
H (0.26083, -0.69163, -7.49174)  0.1272
H (0.60740, -2.81581, -5.53678)  0.1078
H (7.42379, 3.68655, -1.99714)  0.1553
H (-4.01841, -2.08450, -0.46205)  0.0793
H (4.07661, -6.72426, 7.08782)  0.1280
H (-1.04868, 0.34322, -5.06646)  0.1193
H (1.99131, -9.25620, 4.29522)  0.1222
H (-2.07946, -1.05395, 7.92395)  0.1011
H (7.72798, -7.97559, -6.56406)  0.1099
H (-2.94118, 9.32071, 5.66599)  0.1315
H (1.40802, 3.48735, 3.08547)  0.0572
H (-8.09295, -1.48880, -4.78873)  0.0620
H (-7.06384, -2.22157, -6.08757)  0.0861
H (-0.97071, -0.78325, 9.26695)  0.0903
H (-1.70284, 5.20808, 0.63716)  0.1335
H (0.16435, 8.17405, -3.19370)  0.1332
H (3.11612, -9.52556, 5.59378)  0.0920
H (0.45500, 4.68496, -3.57387)  0.1093
H (-1.56555, 1.22431, -0.39657)  0.1352
H (-4.88116, -7.89024, 3.27343)  0.1212
H (-2.91136, -8.55296, -0.03773)  0.0983
H (-3.55237, -0.62863, -7.56189)  0.1143
H (4.39437, 4.60672, -0.16830)  0.1008
H (6.30621, -8.75248, -7.45827)  0.1000
H (-5.61706, 7.61341, 3.54746)  0.1305
H (-0.58369, -0.19709, 5.51664)  0.1151
H (5.04799, -5.88854, -3.60767)  0.1833
H (1.72801, 5.33297, -0.91922)  0.0850
H (8.52113, 2.63248, -0.03958)  0.1212
H (2.15659, -0.15719, 6.81628)  0.1279
H (1.61065, -8.89036, 7.21041)  0.0951
H (-4.40856, -2.25769, -4.41900)  0.0940
H (-4.94890, 3.25952, 1.43638)  0.0898
H (-6.26628, -0.00884, -5.39941)  0.1141
H (0.94195, 6.19529, 0.47448)  0.0932
H (7.62132, 1.13077, -0.53987)  0.1185
H (-6.53413, 6.03552, 1.72933)  0.1367
H (2.33527, -2.72878, 5.09702)  0.0802
H (-5.24170, -6.21937, 1.90728)  0.1421
H (-5.71592, 5.24288, 3.21249)  0.1502
H (0.30487, -1.44999, -0.90219)  0.0573
H (2.61217, -7.41547, 7.84860)  0.0794
H (-3.43608, 4.39344, -7.29906)  0.0888
H (7.07630, 1.36840, -2.71152)  0.1066
H (4.82875, 7.02226, -0.49213)  0.1077
H (-1.88742, 6.40324, -3.05737)  0.1458
H (0.42448, -6.83968, 6.99554)  0.1502
H (3.60062, -6.17285, -6.14189)  0.1385
H (-3.17450, -5.13160, -1.26191)  0.1028
H (1.97175, -3.28010, -1.73951)  0.0895
H (-3.79069, -4.34145, 0.21670)  0.1283
H (4.42912, 3.94028, 1.47769)  0.1038
H (-6.03542, -0.58653, -3.67865)  0.1164
H (-3.00813, 2.85204, -4.51940)  0.1233
H (0.71332, 1.78850, 7.18669)  0.1209
H (-4.34413, 11.18893, 3.22139)  0.0885
H (5.31856, -3.68939, -5.02891)  0.1451
H (-1.50251, -2.05625, -4.26824)  0.1089
H (5.56285, 0.16545, -1.45411)  0.0813
H (-1.52424, 0.54724, -6.76881)  0.1322
H (2.12513, -4.84920, -0.80674)  0.0806
H (-3.38747, 5.93889, 3.17185)  0.1573
H (-0.55336, -2.03201, 8.10538)  0.0790
H (1.42967, -4.55885, 6.28957)  0.1314
H (-4.78858, -1.95914, -6.12268)  0.1088
H (-2.74935, 3.02287, 0.80252)  0.1019
H (2.90366, -2.57119, 2.44771)  0.0450
H (-5.55419, 11.16642, 4.55174)  0.0975
H (-3.41741, -6.11214, 1.75440)  0.1235
H (2.85435, 2.23407, 7.33755)  0.1102
H (-4.65806, 3.70393, -0.17750)  0.0868
H (-5.93060, -5.62787, -0.14339)  0.1331
H (-2.33015, 8.83737, -5.75254)  0.0991
H (7.54446, 1.71864, 1.09807)  0.1092
H (0.34048, -9.25163, 6.07707)  0.1182
H (0.69284, -0.37017, 2.15402)  0.1295
H (5.67948, 2.19703, -3.51607)  0.1130
H (5.42827, 7.99714, 0.88811)  0.0433
H (3.78681, 1.42565, 5.41525)  0.1047
H (-1.89919, 3.92454, -7.92738)  0.0910
H (-5.78138, -9.54641, 1.86357)  0.1237
H (5.65158, 5.90059, 2.28968)  0.1303
H (0.30368, -1.52523, 6.36040)  0.1005
H (-3.17106, -7.56457, -1.48967)  0.1201
H (-5.87461, -3.68807, -1.01741)  0.1059
H (0.98769, 6.98730, -4.24869)  0.1345
H (2.88692, -5.65927, 7.90529)  0.1206
H (-3.64911, 0.40892, -5.76584)  0.1263
H (6.49546, 7.01455, 0.05974)  0.0641
H (-2.09124, 3.32721, -0.77397)  0.1176
H (-0.12248, 2.04976, -0.19660)  0.1680
H (2.54444, -7.10993, 4.01043)  0.1169
H (5.20821, 1.30648, 0.70736)  0.1354
H (6.99972, 4.06308, 1.48495)  0.1426
H (0.77934, -2.35573, 0.64357)  0.0995
H (-3.37864, 4.52739, -4.72905)  0.1440
H (-7.18531, -2.80555, -4.38518)  0.0587
H (-5.32369, -6.34722, -1.57808)  0.1323
H (-0.52248, 5.18217, -4.83305)  0.1743
H (6.82285, -9.31704, -5.83264)  0.1071
H (-2.89417, 2.68197, -7.31396)  0.0631
H (6.90277, 4.81912, -0.03625)  0.1202
H (-3.27377, -8.33407, 2.79830)  0.1238
H (4.41245, 2.60414, -0.24508)  0.0924
H (4.02311, -8.53203, -5.87572)  0.1323
H (-2.03073, -1.44313, -8.01290)  0.1102
H (-3.81105, 11.41384, 4.87852)  0.0836
H (-6.37983, -7.76282, 0.59389)  0.1377
H (-0.50749, 4.41278, 1.58822)  0.1036
H (-1.83386, 9.16730, -4.10523)  0.0842
H (-5.17864, -4.14586, -2.54256)  0.1208
H (-0.10834, 1.91871, 2.08257)  0.1047
H (4.21000, 3.03431, 5.58419)  0.1121
H (3.45970, -3.63128, -0.86832)  0.0987
H (-4.89005, 7.85448, 1.87942)  0.1398
H (4.05637, 6.32640, 1.72833)  0.0989
H (4.00026, -7.40887, 5.10504)  0.1185
H (-2.21967, -6.88704, -0.17964)  0.1003
H (-2.77767, 7.74302, -4.53678)  0.0686
H (-2.11410, -3.24583, -5.31871)  0.1272
H (4.01068, -4.28076, 6.19633)  0.1134
H (1.02771, 0.26834, 0.58070)  0.1152
H (4.01132, -2.50318, 4.89184)  0.1087
H (-0.32098, 2.68084, 5.31056)  0.0784
H (0.39768, -6.92170, 5.17239)  0.1359
H (-2.38325, 9.00305, 3.94772)  0.1133
H (-4.18212, -9.82798, 1.16170)  0.0999
H (-0.42849, 6.22732, -2.15603)  0.1104
H (-3.34631, -2.33203, -2.10432)  0.0749
H (4.85375, -8.29054, -4.31686)  0.1272
H (2.37473, -4.15082, 2.81572)  0.0427
H (5.55799, 3.86185, -1.83566)  0.1461
H (2.69356, 4.57384, 3.62653)  0.1002
H (1.85007, 4.58747, 0.60925)  0.0832
H (-4.90077, -1.53060, -1.88682)  0.0554
H (1.45430, 3.86752, 4.67855)  0.0505
H (3.87249, -5.14645, 4.66445)  0.1222

Its charge is +3. For the strongest force on any atom, the calculation gives 0.0814 Eh/bohr. The highest occupied orbital energy is -12.44 eV. As for the gap between HOMO and LUMO: 7.9 eV. The calculation puts the total energy at -5536.8890 Ha.

Record 2
Entry from the Open Molecules 2025 dataset: an isolated molecule of C5H8O (wB97M-V/def2-TZVPD).

Each line ends with the Löwdin charge.
CARTESIAN COORDINATES (ANGSTROEM)
O (-0.40924, -0.63106, -1.49789)  -0.0200
C (1.35809, 0.67720, -0.24600)  -0.0997
C (0.79889, 0.91195, 1.19393)  -0.1481
C (-1.58075, -1.22633, -1.57039)  -0.0374
C (-0.35262, -0.10993, 0.95677)  -0.1227
C (0.15840, -0.19483, -0.43496)  -0.3256
H (-2.12135, -1.43081, -0.65547)  0.0541
H (-1.37783, 0.27944, 1.06361)  0.1131
H (0.42597, 1.92885, 1.33623)  0.1037
H (-0.28450, -1.03905, 1.54256)  0.1156
H (-1.85792, -1.56644, -2.55383)  0.0506
H (2.32860, 0.16297, -0.26702)  0.1069
H (1.43026, 1.57264, -0.87569)  0.1090
H (1.48400, 0.66542, 2.00816)  0.1006

For the strongest force on any atom, the calculation gives 0.0174 Eh/bohr. The highest occupied orbital energy (spin up / spin down) is -6.64 / -7.08 eV. The energy above the lowest of the compared OMol25 structures with the same formula, charge and spin is 412.1 kJ/mol. As for the gap between HOMO and LUMO (spin up / spin down): 7.8 / 8.2 eV. The calculation puts the total energy at -270.4009 Ha.

Record 3
Entry from the Open Molecules 2025 dataset: a cluster of 2 separate species, C2H9N3O in total in a non-equilibrium geometry (wB97M-V/def2-TZVPD).

Each line ends with the Löwdin charge.
CARTESIAN COORDINATES (ANGSTROEM)
O (2.85193, -0.52113, -1.29831)  -0.0626
N (-2.39455, 0.84852, 0.06044)  0.1222
N (-0.50265, 0.18853, 1.16227)  -0.0406
N (-0.53127, -0.00586, -1.13337)  0.1280
C (0.82599, -0.39527, 1.14254)  -0.1254
C (-1.10559, 0.39575, -0.09152)  -0.5824
H (0.82014, -1.35781, 0.59544)  0.0874
H (1.96268, -0.43080, -0.93543)  -0.0379
H (-0.46840, 1.06758, 1.66695)  0.1201
H (-0.93333, -0.00376, -2.06182)  0.0526
H (1.02984, -0.79425, 2.13052)  0.0828
H (1.52485, 0.24113, 0.62051)  0.0658
H (-2.86764, 0.66457, 0.92065)  0.0847
H (2.73112, -1.05845, -2.06436)  0.0176
H (-2.94311, 1.16124, -0.71451)  0.0877

For the strongest force on any atom, the calculation gives 0.0385 Eh/bohr. The highest occupied orbital energy is -9.29 eV. The energy above the lowest of the compared OMol25 structures with the same formula, charge and spin is 81.2 kJ/mol. As for the SMILES: [H]/N=C(\N)NC.O. As for the gap between HOMO and LUMO: 10.2 eV. The calculation puts the total energy at -321.1008 Ha.